# 1
{"formula": "C53H49N6O4S3SiTi", "method": "ωB97M-V/def2-TZVPD", "elements": ["Ti", "O", "C", "N", "C", "C", "C", "C", "C", "C", "N", "C", "O", "C", "C", "C", "C", "C", "N", "C", "C", "C", "C", "C", "N", "H", "H", "H", "H", "H", "H", "H", "H", "H", "H", "H", "H", "O", "S", "C", "C", "C", "C", "S", "O", "C", "C", "C", "C", "C", "C", "C", "C", "C", "C", "C", "C", "H", "H", "H", "H", "H", "H", "H", "H", "H", "H", "H", "H", "H", "H", "H", "H", "H", "H", "N", "C", "S", "N", "C", "C", "C", "C", "C", "C", "H", "H", "H", "H", "H", "H", "H", "H", "C", "C", "C", "C", "C", "C", "Si", "C", "C", "C", "C", "C", "C", "H", "H", "H", "H", "H", "H", "H", "H", "H", "H", "H"], "coordinates": [[0.4675, 0.6849, 0.0611], [0.7420, 4.1955, -2.0077], [0.7125, 2.9997, -1.7104], [0.6033, 2.5510, -0.2946], [0.5675, 3.4914, 0.7680], [0.9074, 4.8429, 0.7146], [0.7887, 5.6130, 1.8638], [0.3422, 5.0780, 3.0691], [0.0390, 3.7302, 3.1454], [0.1589, 2.9790, 1.9943], [0.0063, 1.5439, 1.9619], [-0.9832, 0.7945, 2.6747], [-1.8046, 1.3004, 3.3723], [-0.9237, -0.6874, 2.3923], [-1.3749, -1.5791, 3.3291], [-1.2299, -2.9359, 3.0602], [-0.6571, -3.3233, 1.8648], [-0.2776, -2.3497, 0.9536], [-0.4138, -1.0512, 1.2094], [0.7821, 1.9381, -2.5767], [0.5501, 2.0499, -4.0577], [-1.1828, 0.7919, -4.3783], [-1.6801, 0.3695, -3.0275], [-0.8927, 0.2701, -1.9672], [0.5431, 0.5842, -1.9946], [1.2357, 5.2704, -0.2189], [1.0533, 6.6620, 1.8133], [0.2511, 5.7022, 3.9481], [-0.2929, 3.2766, 4.0680], [-1.7951, -1.2072, 4.2538], [-1.5501, -3.6760, 3.7825], [-0.4957, -4.3660, 1.6268], [0.1488, -2.6126, -0.0058], [1.2790, 2.6859, -4.5572], [-1.8265, 0.3946, -5.1596], [-2.7369, 0.1591, -2.8987], [-1.3028, -0.0922, -1.0104], [2.0550, -0.6935, -0.1103], [3.4671, -1.1168, -0.4977], [4.3857, -1.1621, 1.0613], [3.6449, -0.5377, 2.2370], [2.6288, -1.4816, 2.8803], [2.2152, -1.0910, 4.2860], [1.3070, 0.4747, 4.2835], [1.2326, 0.9116, 1.6936], [0.4532, 0.4144, 5.8311], [-0.6267, 1.2852, 5.9748], [-1.3391, 1.3266, 7.1628], [-0.9921, 0.4954, 8.2212], [0.0812, -0.3696, 8.0794], [0.8096, -0.4104, 6.8939], [4.2184, 0.2609, -1.3185], [5.2649, -0.0218, -2.1869], [5.8268, 1.0210, -2.9067], [5.3265, 2.3123, -2.7690], [4.2867, 2.5751, -1.8900], [3.7279, 1.5437, -1.1492], [5.3271, -0.6579, 0.8488], [4.5970, -2.2206, 1.2267], [3.1410, 0.3786, 1.9254], [4.4040, -0.2473, 2.9680], [3.0599, -2.4860, 2.9458], [1.7436, -1.5478, 2.2418], [3.0978, -0.9912, 4.9205], [1.5666, -1.8572, 4.7110], [-0.9098, 1.9319, 5.1486], [-2.1697, 2.0142, 7.2628], [-1.5478, 0.5303, 9.1501], [0.3686, -1.0154, 8.9004], [1.6583, -1.0771, 6.8213], [5.6255, -1.0386, -2.3114], [6.6418, 0.8229, -3.5910], [5.7473, 3.1173, -3.3585], [3.8942, 3.5784, -1.7869], [2.9211, 1.7533, -0.4620], [-4.6096, 0.5092, 2.5770], [-4.4926, -0.0075, 1.3388], [-3.2093, 0.4278, 0.3435], [-5.5069, -0.8266, 0.9717], [-5.6280, -1.7026, -0.1464], [-4.5441, -2.2891, -0.7888], [-4.7671, -3.1608, -1.8467], [-6.0555, -3.4679, -2.2621], [-7.1338, -2.9000, -1.5980], [-6.9205, -2.0222, -0.5463], [-3.8481, 1.0587, 2.9327], [-5.3441, 0.2316, 3.2048], [-6.3326, -0.7910, 1.5486], [-3.5394, -2.0682, -0.4648], [-3.9170, -3.6078, -2.3513], [-6.2182, -4.1435, -3.0921], [-8.1475, -3.1331, -1.9015], [-7.7670, -1.5736, -0.0353], [-0.5323, 2.4041, -6.9355], [-1.0846, 2.9029, -5.8275], [-0.9406, 2.3471, -4.4409], [0.3683, 0.5790, -4.6168], [0.7157, 0.3961, -6.0685], [0.3164, 1.2030, -7.0520], [1.2523, -0.4185, -3.3352], [1.0117, -2.2515, -3.1485], [-0.1112, -2.8890, -2.6037], [-0.1766, -4.2730, -2.5190], [0.8709, -5.0525, -2.9973], [1.9855, -4.4439, -3.5540], [2.0561, -3.0565, -3.6206], [-0.7168, 2.9316, -7.8646], [-1.6778, 3.8069, -5.9241], [-1.4888, 2.9381, -3.7103], [1.3392, -0.4518, -6.3413], [0.6459, 0.9612, -8.0564], [2.7012, -0.1440, -3.3896], [-0.9555, -2.3028, -2.2616], [-1.0492, -4.7481, -2.0847], [0.8110, -6.1331, -2.9473], [2.8018, -5.0475, -3.9318], [2.9407, -2.5939, -4.0521]], "atomic_forces_ev_per_a": [[0.75, -0.43, -0.58], [-0.03, 0.00, 0.16], [0.10, 0.26, 0.23], [-0.16, 0.08, -0.05], [-0.15, -0.17, -0.54], [0.04, 0.13, 0.02], [0.02, -0.02, -0.02], [0.05, 0.05, -0.04], [-0.01, 0.07, 0.01], [-0.09, -0.63, 0.21], [-0.38, 0.08, -0.86], [1.10, -0.62, -0.35], [-0.69, 0.43, 0.05], [0.09, 0.61, -0.28], [-0.10, -0.39, 0.27], [-0.10, 0.15, 0.19], [0.06, -0.09, -0.20], [-0.12, -0.08, -0.15], [-0.23, 0.08, 0.13], [-0.03, -0.51, -0.30], [-0.22, -0.15, 0.05], [0.14, 0.20, 0.12], [-0.04, 0.09, -0.23], [0.35, 0.07, 0.14], [-0.60, 0.41, -0.59], [-0.03, 0.00, 0.03], [-0.03, -0.02, 0.00], [0.00, 0.00, -0.04], [0.12, 0.14, -0.12], [0.02, -0.02, 0.03], [0.00, 0.02, -0.01], [-0.06, 0.02, -0.02], [0.04, 0.00, 0.00], [0.05, -0.06, -0.03], [0.02, -0.02, -0.05], [0.02, -0.03, -0.03], [-0.12, -0.13, -0.09], [-0.31, 0.22, -0.05], [-0.09, -0.10, -0.25], [0.15, -0.08, 0.11], [0.09, 0.08, 0.07], [0.04, -0.13, -0.24], [0.00, 0.12, 0.08], [0.17, -0.06, 0.99], [-0.41, 0.47, 0.84], [0.12, -0.06, 0.17], [-0.02, 0.23, 0.02], [0.00, -0.03, 0.03], [-0.02, 0.03, -0.05], [0.08, -0.05, -0.06], [-0.09, -0.04, 0.11], [-0.01, 0.14, 0.15], [0.08, 0.02, -0.05], [0.02, -0.05, 0.00], [0.02, -0.02, 0.00], [0.01, 0.03, 0.00], [0.16, -0.01, 0.01], [0.03, 0.01, 0.03], [0.00, 0.03, 0.08], [0.34, -0.07, 0.10], [-0.02, -0.05, 0.05], [0.02, -0.01, -0.02], [0.23, -0.07, 0.13], [-0.02, -0.03, 0.05], [-0.03, -0.02, 0.00], [0.05, -0.22, 0.48], [0.01, -0.01, -0.01], [0.02, -0.01, -0.04], [0.00, 0.02, -0.03], [-0.01, 0.02, 0.00], [-0.05, 0.06, -0.02], [-0.03, 0.01, 0.01], [0.00, -0.03, 0.03], [-0.03, -0.01, -0.02], [-0.03, 0.01, 0.02], [-0.06, -0.14, -0.26], [-0.07, 0.01, 0.05], [-0.22, 0.08, -0.01], [0.13, -0.17, -0.13], [-0.03, 0.17, 0.09], [0.01, -0.06, 0.01], [-0.01, 0.01, -0.01], [0.02, 0.04, 0.03], [-0.01, 0.00, 0.01], [-0.08, 0.03, -0.06], [0.12, 0.18, 0.06], [0.01, -0.04, 0.03], [-0.01, -0.06, 0.06], [0.01, 0.00, 0.00], [-0.05, 0.03, 0.04], [0.01, 0.02, 0.04], [0.06, 0.02, 0.02], [0.04, -0.01, -0.04], [0.18, -0.21, -0.10], [-0.05, -0.03, 0.23], [0.12, -0.17, -0.12], [-0.19, 0.20, -0.17], [-0.02, 0.00, 0.28], [-0.19, 0.25, -0.08], [0.12, 0.22, 0.16], [-0.02, -0.18, 0.07], [0.02, -0.06, -0.10], [0.05, 0.03, 0.01], [-0.02, 0.00, 0.01], [0.02, 0.07, 0.00], [-0.01, -0.02, 0.04], [0.01, -0.03, 0.01], [0.04, -0.04, 0.02], [-0.01, 0.02, 0.00], [-0.04, 0.02, 0.04], [-0.03, 0.01, 0.00], [-0.08, -0.11, -0.05], [0.01, -0.01, 0.01], [0.01, 0.02, -0.05], [0.01, 0.04, 0.02], [-0.03, 0.03, 0.00], [-0.05, -0.03, 0.05]], "lumo_ev": -3.0, "max_force_ha_per_bohr": 0.0256, "charge": 1, "molar_mass_da": 1006.17, "e_above_lowest_kcal_mol": 98.93}

# 2
{"formula": "C53H51ClN8O4PSZr", "method": "ωB97M-V/def2-TZVPD", "elements": ["Zr", "C", "N", "C", "N", "C", "C", "C", "C", "C", "C", "C", "C", "C", "C", "C", "C", "C", "C", "P", "C", "N", "C", "C", "N", "C", "C", "C", "C", "C", "C", "C", "C", "C", "C", "C", "C", "C", "C", "N", "C", "C", "N", "C", "C", "C", "C", "C", "C", "C", "C", "C", "C", "C", "C", "C", "H", "H", "H", "H", "H", "H", "H", "H", "H", "H", "H", "H", "H", "H", "H", "H", "H", "H", "H", "H", "H", "H", "H", "H", "H", "H", "H", "H", "H", "H", "H", "H", "H", "H", "H", "H", "H", "H", "H", "O", "Cl", "O", "O", "O", "C", "C", "N", "C", "S", "N", "C", "C", "H", "H", "H", "H", "H", "H", "H", "H", "H", "H", "H", "H"], "coordinates": [[0.1763, -0.6983, -0.1747], [-1.6148, 2.2581, -4.4182], [-1.7858, 1.5007, -3.1540], [-0.8081, 1.2015, -2.2890], [-1.3207, 0.4963, -1.2676], [-2.6778, 0.3294, -1.5204], [-2.9804, 0.9633, -2.6969], [-4.2523, 1.0500, -3.4504], [-4.9651, -0.1162, -3.7271], [-6.1530, -0.0523, -4.4384], [-6.6373, 1.1744, -4.8817], [-5.9336, 2.3409, -4.6086], [-4.7447, 2.2793, -3.8925], [-3.6210, -0.4198, -0.6582], [-3.3520, -1.7192, -0.2454], [-4.3027, -2.4710, 0.4303], [-5.5363, -1.9109, 0.7259], [-5.7993, -0.5908, 0.3620], [-4.8506, 0.1453, -0.3298], [0.8757, 1.9140, -2.4159], [1.0271, 2.2569, -0.6356], [0.8053, 1.4025, 0.3743], [1.1196, 2.0931, 1.5526], [1.5317, 3.3573, 1.2263], [1.4408, 3.4358, -0.1536], [1.7150, 4.6453, -0.9737], [1.9934, 4.4747, 2.0822], [1.2325, 4.8986, 3.1697], [1.6691, 5.9538, 3.9597], [2.8650, 6.5977, 3.6674], [3.6352, 6.1758, 2.5902], [3.2024, 5.1177, 1.8030], [1.1539, 1.5236, 2.9213], [0.0994, 1.7167, 3.8144], [0.2235, 1.3273, 5.1386], [1.4032, 0.7312, 5.5819], [2.4503, 0.5197, 4.6947], [2.3292, 0.9302, 3.3699], [1.9254, 0.4192, -2.3624], [1.9806, -0.3516, -1.2785], [3.0537, -1.2047, -1.3844], [3.6676, -0.9570, -2.5840], [2.9397, 0.0863, -3.1634], [3.2151, 0.7156, -4.4799], [4.8009, -1.6172, -3.2710], [5.9429, -0.8947, -3.6153], [6.9696, -1.5093, -4.3186], [6.8571, -2.8454, -4.6858], [5.7258, -3.5730, -4.3368], [4.6980, -2.9611, -3.6334], [3.3384, -2.0471, -0.2091], [4.1928, -3.1413, -0.2283], [4.3937, -3.8941, 0.9209], [3.7393, -3.5734, 2.1040], [2.8947, -2.4772, 2.1417], [2.7126, -1.7205, 0.9984], [-0.6784, 1.9801, -4.8873], [-1.6257, 3.3273, -4.2303], [-2.4290, 2.0058, -5.0848], [-4.5793, -1.0780, -3.4033], [-6.7008, -0.9634, -4.6551], [-7.5652, 1.2208, -5.4422], [-6.3095, 3.3003, -4.9513], [-4.2209, 3.2013, -3.6487], [-2.4308, -2.1945, -0.5143], [-4.0901, -3.5056, 0.6877], [-6.3006, -2.5016, 1.2195], [-6.7561, -0.1405, 0.6058], [-5.0689, 1.1662, -0.6254], [1.6942, 5.5117, -0.3278], [0.9496, 4.7545, -1.7330], [2.6915, 4.5803, -1.4457], [0.2876, 4.4177, 3.3900], [1.0688, 6.2798, 4.8029], [3.2002, 7.4265, 4.2829], [4.5759, 6.6678, 2.3650], [3.8323, 4.7676, 0.9883], [-0.8196, 2.1840, 3.4644], [-0.5909, 1.5070, 5.8375], [1.5123, 0.4525, 6.6254], [3.3746, 0.0665, 5.0380], [3.1669, 0.8078, 2.6892], [3.8508, 0.0564, -5.0555], [3.7187, 1.6674, -4.3482], [2.2826, 0.8622, -5.0136], [6.0456, 0.1440, -3.3072], [7.8580, -0.9452, -4.5798], [7.6521, -3.3201, -5.2501], [5.6405, -4.6166, -4.6211], [3.8001, -3.5191, -3.3860], [4.7050, -3.4121, -1.1417], [5.0706, -4.7401, 0.8909], [3.9068, -4.1622, 2.9990], [2.4043, -2.1836, 3.0656], [2.1450, -0.7926, 1.1096], [0.2358, -2.8132, -0.0588], [0.1125, -3.1564, -1.5433], [-0.9207, -4.0956, -1.7335], [-0.2953, -1.7750, -2.0204], [1.3626, -3.5274, -2.0851], [-3.9421, 0.0005, 4.2595], [-3.7339, -0.4287, 2.8140], [-3.1794, -1.8020, 2.7272], [-1.9545, -2.1828, 2.4547], [-0.6579, -1.0139, 2.2249], [-1.6593, -3.4730, 2.4091], [-2.5489, -4.5688, 2.8545], [-2.6905, -4.6565, 4.3760], [-4.2597, 1.0467, 4.2969], [-3.0129, -0.1034, 4.8262], [-4.7163, -0.5981, 4.7488], [-3.0577, 0.2362, 2.3000], [-4.6728, -0.4376, 2.2641], [-3.8297, -2.5374, 2.9619], [-0.6917, -3.6888, 2.2519], [-2.1165, -5.4825, 2.4589], [-3.5172, -4.4467, 2.3671], [-1.7458, -4.9550, 4.8346], [-3.4427, -5.4038, 4.6363], [-2.9946, -3.7030, 4.8187]], "atomic_forces_ev_per_a": [[-1.03, 0.91, 1.00], [-0.02, -0.21, 0.35], [-0.21, 0.23, -0.57], [-0.22, 0.11, 0.05], [-0.43, -0.16, -0.13], [0.19, -0.10, 0.28], [0.03, 0.20, -0.41], [0.17, 0.07, 0.09], [0.07, -0.11, -0.02], [-0.07, 0.01, -0.03], [-0.01, -0.03, -0.01], [0.06, 0.03, 0.02], [-0.06, 0.14, 0.11], [0.24, -0.01, -0.01], [-0.32, 0.06, -0.24], [-0.39, -0.03, -0.47], [-0.15, -0.15, -0.33], [-0.17, -0.09, -0.31], [-0.27, 0.21, -0.01], [-0.13, -0.03, -0.03], [-0.01, 0.13, 0.35], [0.23, 0.54, 0.69], [-0.02, -0.44, -0.22], [-0.10, 0.35, -0.21], [0.27, 0.74, -0.24], [-0.05, -0.41, 0.25], [0.03, -0.07, -0.19], [-0.08, 0.04, 0.00], [-0.02, 0.00, 0.01], [0.01, 0.01, 0.04], [0.00, -0.02, -0.05], [0.14, -0.08, 0.00], [-0.06, 0.10, -0.02], [-0.11, 0.06, -0.06], [-0.03, -0.03, 0.07], [-0.05, 0.00, -0.01], [-0.03, 0.02, -0.04], [0.10, -0.18, 0.06], [0.20, 0.03, 0.28], [0.38, -0.39, -0.07], [-0.07, 0.03, 0.52], [0.11, 0.12, -0.52], [0.38, -0.02, -0.79], [-0.06, -0.20, 0.40], [-0.12, 0.17, -0.01], [0.10, 0.10, 0.12], [-0.01, 0.01, -0.01], [0.03, 0.01, -0.01], [-0.01, -0.03, 0.01], [-0.10, 0.00, -0.06], [0.02, 0.17, -0.11], [0.12, -0.17, -0.09], [0.02, -0.03, 0.00], [0.11, -0.13, 0.05], [-0.15, 0.10, 0.17], [0.05, -0.06, -0.05], [0.10, -0.07, 0.01], [-0.03, 0.06, 0.08], [-0.10, -0.08, -0.02], [-0.03, 0.08, 0.00], [0.07, 0.11, 0.02], [0.11, -0.01, 0.06], [0.05, -0.14, 0.07], [-0.05, -0.13, -0.05], [0.45, -0.25, -0.22], [-0.05, 0.20, -0.16], [0.03, 0.06, -0.01], [0.08, -0.05, -0.04], [-0.01, -0.09, -0.01], [-0.02, 0.07, 0.15], [-0.11, -0.06, -0.05], [0.06, -0.07, 0.03], [0.04, 0.02, -0.01], [0.07, -0.04, -0.11], [-0.04, -0.11, -0.08], [-0.11, -0.07, 0.03], [-0.09, 0.06, 0.07], [0.14, -0.04, 0.08], [0.15, -0.04, -0.14], [-0.03, 0.01, -0.13], [-0.09, 0.07, -0.03], [-0.03, 0.05, 0.06], [0.07, -0.15, -0.01], [0.06, 0.07, 0.08], [-0.10, -0.02, 0.02], [-0.03, -0.13, -0.08], [-0.09, -0.06, 0.03], [-0.06, 0.04, 0.08], [0.00, 0.12, 0.02], [0.06, 0.03, -0.02], [-0.02, 0.00, 0.05], [-0.06, 0.06, -0.01], [0.00, 0.04, -0.09], [0.04, -0.02, -0.11], [0.18, 0.25, 0.09], [0.18, -1.03, -0.56], [-0.24, -0.99, -0.45], [0.52, 0.72, 0.15], [0.07, -0.79, -0.12], [-0.72, 0.26, 0.35], [0.07, -0.06, 0.04], [0.16, -0.30, 0.44], [0.14, 0.68, 0.79], [-0.03, -0.01, -0.14], [-0.14, 0.39, 0.08], [-0.11, -0.27, 0.15], [0.10, 0.16, 0.17], [0.08, 0.07, -0.07], [0.03, -0.15, -0.03], [-0.08, 0.07, -0.01], [0.10, 0.05, -0.05], [0.26, 0.12, -0.14], [0.29, 0.02, 0.29], [-0.05, 0.00, 0.05], [0.19, -0.09, -0.03], [-0.02, -0.07, -0.06], [0.02, -0.06, 0.05], [-0.07, 0.05, -0.04], [0.07, 0.05, -0.06], [0.01, -0.10, -0.05]], "lumo_ev": -8.3, "max_force_ha_per_bohr": 0.0330, "charge": 3, "molar_mass_da": 1053.76}